Formula: C24H39N2O12P
Source: the Open Molecules 2025 dataset
Level of theory: wB97M-V/def2-TZVPD

Calculated values
Strongest force on any atom: 1.53 eV/A
2S+1: 1
Energy: -2291.71107 Eh
Total charge: 0

Element x y z (Å)
C: -3.63 0.58 0.92
C: -3.66 -0.85 0.46
O: -4.67 -1.36 0.09
O: -2.51 -1.56 0.54
C: -1.47 -1.10 -0.35
C: -0.28 -0.38 0.31
C: -0.44 -0.11 1.80
C: 0.83 0.25 2.54
C: 1.91 0.98 2.01
O: 1.85 1.49 0.73
C: 1.84 2.94 0.71
C: 0.78 3.46 -0.23
N: -0.56 3.09 0.24
C: -1.36 4.20 0.77
C: -1.34 4.26 2.29
C: -2.74 4.51 2.88
O: -0.44 5.29 2.69
C: 3.08 1.22 2.75
C: 3.20 0.77 4.06
C: 2.12 0.09 4.60
C: 0.99 -0.16 3.87
C: 0.04 -0.89 4.75
O: -1.06 -1.31 4.55
N: 0.67 -1.01 6.01
P: 0.19 -2.23 7.09
O: 1.07 -2.38 8.24
O: -1.30 -1.90 7.48
O: 0.10 -3.56 6.24
C: 1.99 -0.46 5.98
O: 2.79 -0.41 6.85
H: -3.41 0.58 1.99
H: -4.59 1.05 0.76
H: -2.82 1.12 0.44
H: -1.07 -1.96 -0.89
H: -1.94 -0.48 -1.11
H: 0.61 -0.98 0.15
H: -0.10 0.53 -0.23
H: -0.81 -1.02 2.25
H: -1.18 0.65 2.01
H: 2.84 3.27 0.40
H: 1.63 3.32 1.70
H: 0.92 4.54 -0.27
H: 0.97 3.08 -1.23
H: -1.07 2.71 -0.55
H: -2.39 4.04 0.47
H: -1.06 5.17 0.36
H: -1.01 3.28 2.65
H: -3.20 3.58 3.21
H: -3.41 4.95 2.15
H: -2.68 5.20 3.72
H: -0.37 5.25 3.65
H: 3.87 1.77 2.28
H: 4.09 0.92 4.65
H: -1.54 -1.00 7.21
H: 0.85 -4.09 6.54
C: -1.96 -2.54 -4.23
O: -0.71 -2.09 -4.70
C: 0.34 -2.31 -3.77
C: 1.67 -2.45 -4.47
O: 1.88 -3.72 -5.06
C: 1.20 -4.00 -6.27
C: 1.78 -3.30 -7.48
O: 1.36 -1.95 -7.53
C: 2.24 -1.15 -8.29
H: -2.26 -1.98 -3.33
H: -2.69 -2.36 -5.01
H: -1.94 -3.61 -4.00
H: 0.15 -3.21 -3.18
H: 0.37 -1.44 -3.10
H: 2.45 -2.35 -3.70
H: 1.82 -1.64 -5.19
H: 0.13 -3.80 -6.18
H: 1.33 -5.08 -6.42
H: 1.43 -3.81 -8.39
H: 2.87 -3.36 -7.44
H: 3.25 -1.16 -7.87
H: 1.86 -0.13 -8.26
H: 2.28 -1.48 -9.33

Mulliken atomic charge list, values in e, 8 entries: number 1, C, carries -0.214; number 2, C, carries 0.369; number 3, O, carries -0.569; number 4, O, carries -0.361; number 5, C, carries -0.744; number 6, C, carries -0.348; number 7, C, carries 0.291; number 8, C, carries 0.570

Formula: C13H25F6O11SV
Source: the Open Molecules 2025 dataset
Level of theory: wB97M-V/def2-TZVPD

Calculated values
Strongest force on any atom: 1.78 eV/A
2S+1: 1
Energy: -3279.37822 Eh
Total charge: 0

Element x y z (Å)
O: -2.12 -1.79 1.44
V: -1.37 -0.64 0.62
O: 0.16 -0.80 0.82
C: -2.91 2.94 2.89
F: -4.12 2.37 2.69
F: -2.61 3.63 1.77
F: -3.01 3.81 3.90
S: -1.62 1.68 3.25
O: -2.04 1.08 4.47
O: -1.78 0.83 2.06
O: -0.42 2.43 3.24
C: -0.24 -0.97 -2.37
O: -1.21 -1.42 -1.44
C: -1.66 -2.77 -1.66
C: -0.61 -3.81 -1.39
O: -0.36 -3.85 -0.02
C: 0.28 -5.03 0.41
H: -0.56 -1.25 -3.38
H: 0.75 -1.38 -2.19
H: -0.22 0.11 -2.31
H: -2.01 -2.84 -2.69
H: -2.49 -2.92 -0.97
H: 0.32 -3.57 -1.94
H: -0.94 -4.76 -1.82
H: -0.24 -5.93 0.04
H: 0.22 -5.07 1.49
H: 1.33 -5.05 0.11
C: -4.54 -0.38 0.06
O: -3.23 0.09 -0.27
C: -3.19 1.09 -1.27
C: -2.04 2.05 -1.01
O: -0.96 1.38 -0.42
C: 0.12 2.25 -0.08
H: -4.98 -0.87 -0.82
H: -5.16 0.46 0.37
H: -4.42 -1.09 0.87
H: -4.14 1.62 -1.27
H: -3.11 0.61 -2.26
H: -2.38 2.88 -0.39
H: -1.73 2.52 -1.95
H: 0.62 1.84 0.79
H: -0.27 3.24 0.16
H: 0.79 2.35 -0.94
C: 5.77 2.82 0.61
C: 5.90 1.86 -0.54
O: 5.38 0.55 -0.24
C: 4.07 0.44 -0.13
O: 3.25 1.28 -0.34
C: 3.66 -0.98 0.30
F: 2.94 -0.91 1.42
F: 2.90 -1.54 -0.66
F: 4.70 -1.79 0.52
H: 4.75 2.82 1.00
H: 5.96 3.84 0.27
H: 6.46 2.58 1.42
H: 6.94 1.71 -0.82
H: 5.38 2.25 -1.41

Mulliken atomic charge list, values in e, 8 entries: number 1, O, carries -0.595; number 2, V, carries 0.810; number 3, O, carries -0.346; number 4, C, carries 0.638; number 5, F, carries -0.245; number 6, F, carries -0.251; number 7, F, carries -0.230; number 8, S, carries 1.121